1.
{"formula": "C9H26N10O13Zn2", "method": "the ωB97M-V functional and the def2-TZVPD basis", "symbols": ["Zn", "Zn", "C", "O", "O", "O", "C", "O", "O", "O", "C", "O", "N", "N", "H", "H", "H", "H", "C", "O", "N", "N", "H", "H", "H", "H", "C", "O", "N", "N", "H", "H", "H", "H", "C", "O", "N", "N", "H", "H", "H", "H", "C", "O", "N", "N", "H", "H", "H", "H", "C", "C", "O", "O", "H", "H", "H", "H", "H", "H"], "coordinates": [[14.028, -8.992, 15.712], [16.014, -10.593, 17.490], [15.772, -10.629, 14.993], [15.997, -9.576, 15.557], [15.978, -11.646, 15.658], [14.589, -10.507, 14.564], [14.302, -8.999, 18.215], [14.183, -7.986, 17.488], [15.328, -9.248, 18.839], [14.027, -9.954, 17.511], [14.415, -6.887, 13.564], [14.105, -7.426, 14.568], [13.644, -6.849, 12.544], [15.510, -6.260, 13.328], [14.066, -6.335, 11.784], [12.763, -7.342, 12.510], [16.190, -6.238, 14.075], [15.793, -6.156, 12.364], [15.956, -5.002, 16.955], [16.631, -4.053, 16.604], [14.675, -5.075, 17.386], [16.486, -6.171, 17.001], [14.272, -5.946, 17.702], [14.151, -4.222, 17.515], [17.468, -6.154, 16.767], [15.849, -6.921, 17.230], [10.660, -10.040, 19.259], [9.785, -10.240, 20.084], [11.419, -10.924, 18.706], [10.935, -8.850, 18.880], [12.113, -10.555, 18.071], [11.533, -11.855, 19.081], [11.920, -8.780, 18.670], [10.471, -8.023, 19.226], [13.005, -9.239, 21.598], [11.916, -9.005, 22.070], [13.312, -10.456, 21.107], [13.953, -8.390, 21.436], [14.297, -10.513, 20.892], [12.626, -11.190, 21.209], [13.763, -7.421, 21.648], [14.847, -8.636, 21.035], [14.771, -13.237, 18.879], [15.506, -12.408, 18.343], [13.799, -13.831, 18.159], [14.959, -13.662, 20.074], [13.337, -13.318, 17.422], [13.245, -14.491, 18.685], [14.279, -14.279, 20.494], [15.834, -13.815, 20.555], [16.734, -5.773, 20.805], [16.263, -5.714, 22.267], [16.290, -4.351, 22.750], [17.192, -7.136, 20.391], [17.577, -5.084, 20.758], [15.958, -5.256, 20.242], [16.763, -6.416, 22.936], [15.251, -6.083, 22.434], [15.438, -3.952, 22.559], [16.822, -7.238, 19.511]], "forces_ev_per_a": [[0.21, 0.06, -0.65], [-0.40, -1.24, -0.85], [-6.47, -1.93, 3.23], [6.64, 8.38, 4.05], [3.87, -4.74, 0.67], [-4.18, -1.49, -6.08], [4.06, 1.68, -4.33], [-2.02, 6.51, 1.24], [4.18, 1.00, 6.38], [-5.81, -8.85, -3.48], [-0.29, 0.02, -1.31], [-1.35, -1.78, 4.99], [-2.80, 0.12, -3.82], [4.48, 1.79, 0.47], [-1.36, -0.34, -0.46], [0.33, 0.22, -0.24], [0.21, 0.11, -0.27], [0.43, 0.23, 0.59], [-0.76, 2.10, 0.38], [-0.56, 1.59, -0.25], [-1.64, 1.90, 0.20], [2.10, -3.78, -0.14], [0.06, 0.04, -0.12], [0.16, -0.25, -0.13], [-0.24, -0.89, 0.12], [0.83, -0.82, -0.14], [-3.96, -1.12, 4.04], [-0.86, -1.17, 0.31], [2.49, -3.49, -2.18], [2.23, 5.37, -2.39], [0.26, -0.78, 0.04], [-0.25, 0.44, -0.10], [-0.29, 1.07, -0.27], [0.06, -0.58, 0.30], [-3.30, -2.27, 0.39], [-0.89, 0.66, 0.62], [0.76, -0.80, -0.35], [3.38, 3.89, -0.30], [-0.39, -1.32, -0.31], [0.60, 0.07, 0.06], [0.15, -0.34, 0.05], [-0.08, 0.34, -0.08], [0.55, 1.27, -3.98], [0.91, 0.89, 0.08], [-1.20, -0.34, 0.48], [-0.01, -2.39, 4.99], [0.29, -0.01, -0.05], [-0.25, 0.02, -0.51], [-0.14, 0.08, -0.26], [0.29, 0.91, -0.64], [1.00, -0.40, 1.08], [-0.84, -0.15, 0.33], [0.49, -0.88, -0.22], [-1.37, 2.20, 0.59], [0.28, -0.18, -0.07], [-0.16, -0.81, -0.79], [0.99, 0.54, -0.03], [-0.41, 0.03, -0.62], [0.00, -0.02, -0.01], [-0.04, -0.34, -0.24]], "e_tot_ha": -5442.9289, "gap_ev": 8.016, "lumo_energy_ev": -0.76, "de_lowest_kj_mol": 0.00, "largest_force_ev_per_a": 11.434}

=====

2.
{"formula": "H36O18", "method": "the ωB97M-V functional and the def2-TZVPD basis", "symbols": ["O", "H", "H", "O", "H", "H", "O", "H", "H", "O", "H", "H", "O", "H", "H", "O", "H", "H", "O", "H", "H", "O", "H", "H", "O", "H", "H", "O", "H", "H", "O", "H", "H", "O", "H", "H", "O", "H", "H", "O", "H", "H", "O", "H", "H", "O", "H", "H", "O", "H", "H", "O", "H", "H"], "coordinates": [[-2.907, -2.240, 3.643], [-3.374, -1.599, 4.108], [-2.598, -1.715, 2.831], [1.690, 3.133, -2.824], [1.838, 3.343, -3.691], [2.439, 3.034, -2.308], [-2.982, 0.312, 3.802], [-2.205, 0.733, 3.400], [-2.981, 1.082, 4.456], [1.233, -0.020, 1.345], [2.091, -0.445, 1.373], [0.631, -0.656, 1.162], [-0.851, 0.907, -2.787], [-1.217, 1.607, -3.275], [-1.427, 0.104, -2.987], [-0.807, -3.998, 2.679], [-0.973, -4.938, 2.540], [-1.600, -3.648, 3.039], [-2.701, 3.329, -2.587], [-3.434, 2.833, -3.043], [-2.068, 2.751, -2.254], [-6.021, 1.190, -0.021], [-5.928, 2.192, -0.223], [-6.016, 0.762, -0.932], [4.309, -0.675, -3.117], [4.656, 0.158, -2.783], [4.847, -1.386, -2.665], [0.423, 2.016, -0.663], [0.595, 2.550, -1.493], [0.467, 1.050, -0.856], [3.955, 1.587, 1.100], [3.556, 1.557, 1.981], [3.572, 2.516, 0.881], [-1.196, 2.558, 1.511], [-0.972, 2.412, 0.500], [-0.625, 1.960, 2.076], [-3.315, -4.041, 0.933], [-3.952, -4.145, 0.298], [-3.558, -3.611, 1.785], [-1.017, -4.353, -1.174], [-0.459, -3.603, -0.941], [-1.615, -4.741, -0.445], [-0.437, 6.235, -0.013], [-1.239, 6.148, -0.372], [-0.479, 5.188, 0.185], [4.224, -1.004, 0.236], [4.597, -0.863, -0.666], [3.748, -0.152, 0.329], [3.729, -1.456, 2.688], [3.406, -2.267, 3.080], [4.113, -1.863, 2.037], [3.328, -3.286, -4.041], [2.610, -3.181, -4.633], [2.896, -3.358, -3.206]], "forces_ev_per_a": [[1.87, -1.39, -3.64], [-1.19, 1.78, 1.38], [-0.65, -1.11, 1.89], [-3.47, -0.52, 2.09], [1.06, 0.81, -3.19], [2.53, -0.16, 1.00], [0.97, 3.34, 1.58], [0.08, -0.94, -1.13], [-1.18, -1.68, -0.44], [2.53, 3.42, 0.73], [0.18, -0.37, 0.31], [-2.88, -3.31, -0.78], [-0.52, -3.36, 0.55], [-0.66, 1.33, -1.40], [1.13, 1.66, 0.31], [1.36, -0.69, -0.61], [-0.03, 0.20, -0.02], [-1.15, 0.51, 0.79], [-2.83, 1.39, -1.80], [1.42, 0.55, 0.93], [1.32, -1.86, 1.15], [0.23, 1.68, -2.27], [-0.21, -2.59, 0.50], [-0.03, 0.90, 1.77], [0.82, -1.02, 0.96], [0.13, 0.03, -0.02], [-0.87, 1.10, -1.05], [0.22, 0.37, -0.65], [-0.26, -1.42, 0.95], [0.04, 1.39, -0.17], [-1.45, 3.16, -0.09], [0.26, -0.77, 0.24], [1.08, -2.29, -0.12], [0.60, -0.94, -1.14], [0.20, -0.13, 3.04], [-0.55, 1.02, -1.72], [3.30, 0.38, 3.04], [-2.97, 0.07, -1.73], [-0.45, -0.46, -1.29], [-1.25, -1.35, 0.36], [-0.62, -0.41, 0.89], [1.86, 1.85, -1.16], [4.15, -4.25, 2.76], [-5.48, 0.98, -2.77], [1.33, 3.19, 0.08], [0.14, 0.68, -1.87], [-0.36, -0.50, 1.03], [0.44, -0.26, 0.38], [-3.54, 2.49, 5.91], [-0.80, 0.11, 1.24], [4.15, -2.52, -6.82], [1.29, -0.26, 0.08], [-0.95, 0.23, -1.14], [-0.33, -0.11, 1.09]], "e_tot_ha": -1375.7487, "gap_ev": 10.492, "lumo_energy_ev": -0.31, "de_lowest_kj_mol": 625.53, "largest_force_ev_per_a": 8.371}

=====

3.
{"formula": "C15H8BrF11MoN4O7S2Se", "method": "the ωB97M-V functional and the def2-TZVPD basis", "symbols": ["Mo", "Br", "C", "C", "C", "C", "C", "N", "C", "O", "O", "H", "H", "H", "F", "C", "F", "F", "S", "O", "O", "N", "S", "O", "O", "C", "F", "F", "F", "F", "C", "C", "F", "C", "F", "C", "Se", "C", "F", "C", "F", "N", "C", "N", "O", "H", "H", "H", "H", "H"], "coordinates": [[0.000, 0.000, 0.000], [-0.969, -0.352, -3.407], [-2.045, -1.131, -2.049], [-3.189, -1.822, -2.428], [-3.978, -2.393, -1.435], [-3.595, -2.253, -0.107], [-2.431, -1.543, 0.186], [-1.649, -0.979, -0.773], [-1.955, -1.350, 1.592], [-2.630, -1.848, 2.548], [-0.884, -0.682, 1.660], [-3.466, -1.918, -3.471], [-4.879, -2.941, -1.688], [-4.179, -2.682, 0.702], [2.946, 1.815, -4.495], [2.754, 0.917, -3.482], [3.997, 0.585, -3.028], [2.244, -0.205, -4.069], [1.669, 1.582, -2.173], [1.546, 0.508, -1.188], [2.343, 2.787, -1.684], [0.401, 1.855, -3.078], [-0.900, 2.144, -2.219], [-2.084, 2.346, -3.066], [-1.150, 1.245, -1.091], [-0.525, 3.800, -1.508], [-1.673, 4.493, -1.226], [0.172, 3.760, -0.342], [0.169, 4.591, -2.379], [6.922, -0.914, 5.148], [5.841, -0.767, 4.342], [4.610, -0.387, 4.887], [4.498, -0.165, 6.220], [3.493, -0.235, 4.057], [2.303, 0.134, 4.593], [3.608, -0.463, 2.678], [2.074, -0.255, 1.536], [4.843, -0.844, 2.134], [4.964, -1.068, 0.802], [5.958, -0.995, 2.967], [7.152, -1.364, 2.440], [-1.177, 2.945, 2.611], [-1.044, 1.841, 1.851], [-2.035, 0.944, 2.011], [-0.110, 1.670, 1.085], [-1.946, 3.088, 3.242], [-0.462, 3.654, 2.532], [-2.806, 1.083, 2.641], [-1.988, 0.095, 1.465], [0.665, -1.596, -0.554]], "forces_ev_per_a": [[3.02, -4.76, 0.67], [-1.00, -3.08, -0.23], [0.21, -0.09, -0.52], [-0.14, -0.05, 0.47], [0.25, 0.14, 0.12], [0.26, 0.23, -0.05], [-0.83, -0.51, -0.65], [-1.52, -2.09, -0.33], [-2.72, -6.63, 2.57], [2.23, 1.97, -2.95], [3.95, -4.80, -0.19], [0.21, 0.12, 0.09], [0.12, 0.06, -0.03], [0.26, 0.16, -0.04], [-0.64, -0.61, 1.56], [2.32, -1.37, -2.59], [-1.81, 0.61, 0.12], [0.04, 1.10, 0.96], [2.96, 3.33, 0.01], [0.43, 0.62, -1.98], [-1.14, -2.25, -0.86], [0.15, 0.81, 1.51], [-2.77, 2.11, -3.45], [2.55, 0.01, 1.85], [-0.30, 1.95, -0.30], [0.22, 3.65, 1.33], [0.85, -1.32, -0.42], [-0.70, -0.30, -1.47], [-0.86, -1.55, 0.76], [-0.79, 0.12, -0.59], [0.14, -0.03, 0.10], [-0.24, 0.11, 0.20], [0.15, -0.16, -0.90], [0.10, -0.03, -0.08], [1.08, -0.32, -0.29], [-0.58, -0.38, -0.54], [1.10, 0.36, 1.03], [0.02, 0.03, 0.15], [0.05, 0.14, 1.20], [0.13, -0.05, -0.33], [-0.79, 0.26, 0.44], [1.04, 0.83, -0.22], [-3.62, 0.28, 2.70], [-2.76, 4.43, 0.17], [1.61, 1.65, 0.10], [0.14, -0.11, -0.16], [-0.17, -0.14, 0.16], [0.12, 0.38, 0.00], [-1.52, 4.24, 0.55], [-0.79, 0.98, 0.32]], "e_tot_ha": -8260.4001, "gap_ev": [5.952, 5.443], "multiplicity": 3, "lumo_energy_ev": [-1.42, -1.92], "s2": 2.021, "largest_force_ev_per_a": 7.611}